Molecular formula: C31H53ClNPSm
Method: DFT, ωB97M-V with the def2-TZVPD basis set

Last column: Löwdin spin population.
Atoms and positions in Å:
Sm: 0.0826 0.2604 1.7671  5.249
P: 0.0291 0.6050 -1.1053  -0.004
Cl: 1.1783 2.5722 1.8317  -0.012
C: -2.0740 0.7271 1.4753  -0.179
H: -3.0483 0.2769 1.2718  -0.014
H: -2.2595 1.8186 1.6204  -0.011
C: 1.8972 0.8440 -1.2112  0.003
C: -0.8115 2.2622 -1.2143  0.000
C: 2.4276 0.9236 -2.6432  0.000
H: 2.0337 1.8243 -0.7157  0.000
C: 3.9249 1.2731 -2.6271  0.000
H: 2.2788 -0.0483 -3.1405  0.000
H: 1.8741 1.6758 -3.2266  0.000
C: 4.7372 0.2708 -1.8007  0.000
H: 4.3008 1.3151 -3.6548  0.000
H: 4.0436 2.2741 -2.1878  0.000
C: 4.1753 0.1151 -0.3873  0.000
H: 4.7280 -0.7040 -2.3034  0.000
H: 5.7826 0.5878 -1.7504  0.000
C: 2.6714 -0.2091 -0.3875  0.003
H: 4.7203 -0.6636 0.1583  0.000
H: 4.3194 1.0566 0.1623  0.000
H: 2.5048 -1.2100 -0.8180  0.000
H: 2.3380 -0.2494 0.6717  0.001
C: -0.6525 -0.5227 -2.3756  -0.002
C: -2.3316 2.1007 -1.3652  -0.008
H: -0.6241 2.6668 -0.2014  0.000
C: -3.0204 3.4675 -1.2736  0.000
H: -2.5794 1.6219 -2.3273  0.000
H: -2.6970 1.4501 -0.5621  -0.005
C: -2.4201 4.4721 -2.2591  0.000
H: -4.0953 3.3537 -1.4523  0.000
H: -2.8883 3.8486 -0.2492  0.000
C: -0.9010 4.5999 -2.1059  0.000
H: -2.6514 4.1492 -3.2839  0.000
H: -2.8881 5.4511 -2.1252  0.000
C: -0.1940 3.2412 -2.2124  0.000
H: -0.4976 5.2816 -2.8630  0.000
H: -0.6756 5.0224 -1.1142  0.000
H: -0.2858 2.8475 -3.2375  0.000
H: 0.8784 3.3649 -2.0100  0.000
C: 0.0506 -1.8863 -2.3902  0.000
H: -1.6894 -0.6962 -2.0315  0.000
C: -0.6906 -2.8513 -3.3183  0.000
H: 1.0953 -1.7760 -2.7147  0.000
H: 0.0800 -2.3134 -1.3826  0.000
C: -0.8565 -2.2605 -4.7254  0.000
H: -0.1555 -3.8073 -3.3642  0.000
H: -1.6847 -3.0491 -2.8912  0.000
C: -1.4896 -0.8649 -4.6988  0.000
H: 0.1331 -2.1930 -5.1964  0.000
H: -1.4592 -2.9332 -5.3442  0.000
C: -0.7267 0.0897 -3.7686  -0.001
H: -1.5337 -0.4417 -5.7075  0.000
H: -2.5215 -0.9510 -4.3260  0.000
H: 0.2875 0.2674 -4.1549  0.000
H: -1.2315 1.0628 -3.7469  0.000
C: 0.0027 -2.6011 1.1547  -0.001
C: -1.2997 -2.2102 0.9522  0.000
H: 0.7804 -2.4079 0.4010  0.001
C: -2.3992 -2.5276 1.9143  0.000
H: -1.5779 -1.6024 0.0880  0.001
C: -1.8421 -2.8718 3.3060  0.001
H: -3.0745 -1.6677 1.9659  0.000
H: -3.0003 -3.3900 1.5763  0.000
C: -0.7113 -3.8981 3.2206  0.000
H: -1.4339 -1.9514 3.7505  0.001
H: -2.6372 -3.2362 3.9688  0.000
C: 0.4508 -3.3924 2.3443  0.000
H: -0.3461 -4.1572 4.2189  0.000
H: -1.1165 -4.8228 2.7787  0.000
H: 1.1392 -2.8048 2.9812  0.000
H: 1.0372 -4.2611 2.0188  0.000
C: 2.5822 -0.7122 3.8813  0.001
C: 1.3740 -0.4305 4.6839  0.000
C: 1.2447 -0.3338 6.0840  0.000
C: -0.0932 0.0305 6.3558  -0.001
C: -0.7567 0.1422 5.1137  0.001
C: -2.1442 0.5389 4.8079  -0.006
N: 0.1479 -0.1520 4.1112  -0.010
H: 3.3551 0.0478 4.0763  0.000
H: 2.4070 -0.7240 2.7844  0.000
H: 3.0046 -1.6898 4.1571  0.000
H: 2.0576 -0.5034 6.7802  0.000
H: -0.5429 0.2113 7.3234  0.000
H: -2.8682 -0.1569 5.2586  0.000
H: -2.3501 1.5392 5.2202  0.000
H: -2.3276 0.5846 3.7160  -0.005

Force components x, y, z for each atom (eV/Å):
Sm -1.8 0.2 0.4
P 0.3 -0.4 1.8
Cl 0.6 0.9 -0.1
C 0.5 -0.1 0.1
H -0.3 -0.1 0.0
H 0.2 -0.2 0.0
C -0.7 0.3 -0.8
C 0.5 -0.2 -0.1
C 0.6 0.1 0.1
H 0.0 -0.3 -0.1
C -0.1 -0.1 -0.1
H 0.1 0.2 0.0
H 0.1 -0.2 0.2
C -0.2 0.0 -0.1
H 0.1 0.0 0.1
H 0.0 -0.1 -0.1
C -0.2 0.1 0.1
H 0.0 0.0 0.0
H 0.0 0.0 0.0
C 0.1 0.1 -0.1
H 0.0 0.1 0.0
H 0.0 -0.1 0.0
H 0.0 0.2 0.1
H 0.2 0.1 -0.7
C 0.2 0.4 -0.3
C -0.1 0.1 -0.3
H -0.1 -0.2 -0.3
C 0.3 0.0 0.0
H 0.0 0.2 0.1
H 0.2 0.1 -0.1
C 0.0 -0.1 -0.1
H 0.1 0.0 0.1
H -0.1 -0.1 -0.2
C 0.1 -0.1 0.1
H 0.0 0.0 0.0
H 0.0 0.0 0.0
C -0.3 0.2 -0.1
H -0.1 0.0 0.1
H 0.0 0.0 -0.2
H 0.0 0.2 0.1
H -0.2 0.0 0.0
C -0.1 -0.1 0.0
H 0.2 0.1 0.0
C 0.0 0.2 -0.1
H -0.2 0.0 0.0
H 0.0 0.1 -0.2
C 0.1 0.0 0.0
H -0.1 0.1 0.0
H 0.1 0.0 0.0
C 0.1 0.1 0.1
H -0.1 0.0 0.0
H 0.1 0.0 0.0
C -0.2 -0.3 -0.5
H -0.1 -0.1 0.0
H 0.1 0.0 -0.1
H -0.2 -0.1 0.0
H 0.1 -0.3 0.0
C -1.6 0.2 -0.5
C 1.7 -0.7 -0.1
H -0.4 0.2 0.3
C -0.2 -0.3 0.7
H 0.2 -0.2 0.1
C 0.2 0.4 0.1
H 0.2 -0.1 0.1
H 0.2 0.2 -0.3
C -0.3 -0.1 -0.4
H -0.2 -0.2 0.0
H 0.1 0.1 -0.2
C 0.1 -0.3 0.8
H 0.0 0.1 -0.1
H 0.1 0.1 0.0
H -0.3 0.0 -0.3
H 0.0 0.1 -0.1
C 0.8 -0.1 -0.2
C -1.8 0.4 1.5
C 0.5 -0.2 -1.1
C -0.6 0.1 -1.0
C 2.0 -0.5 0.7
C -0.8 0.3 0.1
N 0.2 0.0 0.5
H -0.1 -0.2 -0.2
H 0.1 0.0 0.6
H 0.1 0.1 -0.2
H -0.1 0.1 0.1
H 0.1 0.0 0.0
H 0.0 0.1 -0.1
H -0.1 -0.2 -0.1
H 0.2 -0.1 0.5

Calculated values
energy relative to the best compared isomer or geometry (same formula, charge and spin)	0.0	kJ/mol
HOMO energy (alpha / beta)	-2.139 / -2.312	eV
molecular weight	656.559	g/mol
net charge	-1
HOMO-LUMO gap (alpha / beta)	4.51 / 4.68	eV
energy	-2727.297783	Ha
2S+1	6
LUMO level (alpha / beta)	2.37 / 2.37	eV
expectation value of S²	8.874